Entry 1:
{"formula": "C18H37OP3ReSe", "method": "ωB97M-V/def2-TZVPD", "elements": ["Re", "P", "P", "P", "H", "C", "C", "H", "C", "C", "C", "C", "C", "C", "C", "C", "C", "H", "H", "H", "H", "H", "H", "H", "H", "H", "H", "H", "H", "H", "H", "H", "H", "H", "H", "H", "H", "H", "H", "H", "H", "H", "H", "H", "H", "H", "C", "C", "C", "C", "C", "C", "Se", "H", "H", "H", "H", "H", "H", "O", "C"], "coordinates": [[1.08, 0.08, 1.04], [0.94, -2.38, 0.79], [2.47, 0.09, -0.81], [-1.11, -0.13, 1.93], [0.82, 3.31, -0.43], [0.34, 2.85, 0.44], [1.11, 2.07, 1.36], [2.13, 1.78, 0.95], [0.06, -3.33, -0.54], [2.62, -3.18, 0.64], [0.35, -3.37, 2.27], [2.67, 1.70, -1.66], [4.18, -0.19, -0.20], [2.41, -0.95, -2.33], [-2.07, 1.43, 2.04], [-0.98, -0.59, 3.71], [-2.47, -1.24, 1.35], [-0.54, 3.44, 0.76], [1.05, 2.23, 2.45], [0.25, -4.41, -0.45], [0.40, -2.98, -1.52], [-1.02, -3.14, -0.47], [2.52, -4.27, 0.80], [3.27, -2.75, 1.43], [3.06, -2.98, -0.35], [0.72, -4.41, 2.18], [-0.75, -3.37, 2.31], [0.76, -2.91, 3.19], [3.61, 1.66, -2.22], [2.74, 2.52, -0.95], [1.85, 1.92, -2.35], [4.88, 0.03, -1.02], [4.34, -1.22, 0.13], [4.43, 0.46, 0.64], [3.33, -0.78, -2.91], [1.56, -0.67, -2.97], [2.35, -2.04, -2.16], [-2.95, 1.24, 2.66], [-2.39, 1.77, 1.05], [-1.48, 2.24, 2.49], [-1.78, -0.07, 4.25], [-0.02, -0.32, 4.15], [-1.12, -1.67, 3.83], [-3.40, -0.87, 1.83], [-2.36, -2.29, 1.63], [-2.61, -1.19, 0.27], [-2.48, 1.27, -2.66], [-2.02, 2.51, -2.21], [-2.86, 3.61, -2.42], [-4.15, 3.41, -2.91], [-4.65, 2.17, -3.26], [-3.79, 1.07, -3.07], [-1.54, -0.49, -2.95], [-0.89, 0.32, -1.86], [-1.03, 2.59, -1.78], [-2.47, 4.60, -2.10], [-4.74, 4.29, -3.05], [-5.65, 2.11, -3.64], [-4.15, 0.06, -3.30], [2.95, -0.36, 3.44], [2.23, -0.26, 2.54]], "lowdin_charge": [0.794, 0.730, 0.699, 0.734, 0.091, 0.108, -0.322, 0.060, -0.211, -0.211, -0.207, -0.212, -0.179, -0.203, -0.223, -0.184, -0.197, 0.105, 0.118, 0.095, 0.029, 0.042, 0.089, 0.058, 0.043, 0.088, 0.039, 0.060, 0.089, 0.050, 0.066, 0.092, 0.048, 0.070, 0.093, 0.032, 0.042, 0.086, 0.052, 0.058, 0.086, 0.053, 0.058, 0.086, 0.051, 0.042, -0.466, -0.077, 0.025, 0.047, 0.043, -0.079, 1.066, -0.145, 0.071, 0.152, 0.149, 0.147, 0.118, 0.238, -0.273], "charge": 4, "de_lowest_kj_mol": 121.8, "spin_multiplicity": 4, "orbital_gap_ev": [6.56, 5.96], "largest_force_ha_per_bohr": 0.09873}

Entry 2:
{"formula": "C18H38Br2NO4Si", "method": "ωB97M-V/def2-TZVPD", "elements": ["C", "C", "Br", "C", "Br", "C", "C", "C", "C", "C", "O", "C", "O", "Si", "C", "C", "C", "H", "H", "H", "H", "H", "H", "H", "H", "H", "H", "H", "H", "H", "H", "H", "H", "H", "H", "H", "H", "H", "H", "H", "C", "O", "C", "C", "N", "C", "C", "O", "C", "H", "H", "H", "H", "H", "H", "H", "H", "H", "H", "H", "H", "H", "H", "H"], "coordinates": [[1.90, 2.06, 6.58], [2.20, 1.24, 5.15], [1.05, -0.45, 5.00], [2.47, 2.09, 3.85], [3.61, 3.67, 4.54], [1.42, 2.86, 2.91], [1.40, 2.18, 1.36], [1.74, 0.62, 1.23], [0.82, -0.23, 0.13], [1.56, -1.73, -0.02], [1.67, -2.46, 1.25], [0.47, -3.25, 1.56], [-0.44, -2.88, 2.49], [-0.48, 2.62, 3.36], [-1.30, 1.07, 2.59], [-0.96, 3.01, 5.16], [-1.29, 4.11, 2.34], [1.48, 3.13, 6.44], [2.88, 2.10, 7.26], [1.17, 1.33, 7.18], [3.26, 0.72, 5.41], [3.33, 1.54, 3.23], [2.24, 2.80, 0.78], [0.39, 2.42, 0.80], [2.85, 0.53, 0.79], [1.74, -0.03, 2.20], [0.89, 0.25, -0.94], [-0.26, -0.46, 0.50], [1.03, -2.31, -0.89], [2.67, -1.49, -0.36], [0.32, -4.29, 1.01], [-2.40, 0.97, 3.00], [-0.75, 0.05, 2.75], [-1.40, 1.28, 1.41], [-0.41, 3.95, 5.65], [-2.13, 3.24, 5.25], [-0.79, 2.04, 5.83], [-1.10, 5.15, 2.87], [-2.42, 3.90, 2.10], [-0.76, 4.20, 1.28], [0.71, 0.18, -4.50], [0.27, -0.74, -3.51], [-1.06, -0.48, -3.03], [-2.05, -1.53, -3.56], [-2.29, -1.37, -5.00], [-2.97, -2.51, -5.62], [-2.30, -3.89, -5.54], [-1.10, -4.01, -6.31], [0.06, -3.48, -5.69], [1.79, 0.05, -4.62], [0.23, -0.02, -5.46], [0.52, 1.21, -4.19], [-1.39, 0.54, -3.25], [-1.01, -0.58, -1.94], [-3.00, -1.42, -3.03], [-1.64, -2.52, -3.33], [-1.40, -1.24, -5.47], [-3.09, -2.25, -6.68], [-3.99, -2.58, -5.21], [-3.00, -4.61, -5.98], [-2.13, -4.23, -4.51], [0.05, -3.61, -4.60], [0.17, -2.42, -5.94], [0.93, -4.00, -6.09]], "lowdin_charge": [-0.227, -0.718, 0.586, -0.717, 0.464, -0.378, -0.295, -0.225, -0.162, -0.206, -0.146, -0.130, -0.067, 0.407, -0.253, -0.257, -0.257, 0.037, 0.077, 0.056, 0.088, 0.093, 0.098, 0.068, 0.115, 0.071, 0.108, 0.092, 0.117, 0.136, 0.158, 0.043, -0.005, 0.044, 0.053, 0.041, 0.024, 0.038, 0.020, 0.032, -0.107, -0.213, -0.198, -0.201, -0.057, -0.197, -0.219, -0.186, -0.099, 0.090, 0.067, 0.091, 0.126, 0.099, 0.122, 0.096, 0.064, 0.117, 0.114, 0.117, 0.108, 0.088, 0.066, 0.089], "charge": -1, "orbital_gap_ev": 4.77, "largest_force_ha_per_bohr": 0.18173}

Entry 3:
{"formula": "C18H38Cl2NO5P4S", "method": "ωB97M-V/def2-TZVPD", "elements": ["C", "C", "C", "C", "C", "C", "C", "C", "C", "C", "C", "C", "C", "C", "O", "C", "C", "P", "O", "Cl", "N", "C", "P", "O", "O", "C", "P", "S", "P", "O", "Cl", "H", "H", "H", "H", "H", "H", "H", "H", "H", "H", "H", "H", "H", "H", "H", "H", "H", "H", "H", "H", "H", "H", "H", "H", "H", "H", "H", "H", "H", "H", "H", "H", "H", "H", "H", "H", "H", "H"], "coordinates": [[-2.41, -1.06, -0.47], [-0.79, -1.15, -0.76], [-0.27, -0.42, -2.12], [-1.61, -0.08, -3.06], [0.70, 0.93, -1.86], [-0.02, 2.37, -1.58], [-0.17, 2.86, -0.05], [-0.74, 1.78, 1.04], [-1.05, 2.68, 2.42], [-1.60, 1.69, 3.63], [-0.41, 0.79, 4.34], [-0.31, -0.76, 3.78], [-1.69, -1.64, 3.96], [-1.59, -3.10, 3.16], [-2.99, -3.47, 2.85], [-3.04, -4.50, 1.79], [1.21, 1.14, -3.45], [0.64, 2.26, -4.85], [-0.97, 2.90, -4.66], [0.47, 0.96, -6.57], [2.24, 0.23, -3.72], [2.88, -0.38, -2.49], [2.95, -2.23, -2.18], [1.99, -2.77, -0.84], [4.56, -2.89, -2.14], [2.26, 0.68, -1.34], [2.63, 0.20, 0.45], [2.79, 1.69, 1.71], [3.50, 2.15, -1.67], [2.95, 3.63, -0.97], [5.39, 1.73, -0.69], [-2.87, 0.00, -0.58], [-2.95, -1.88, -1.13], [-2.56, -1.39, 0.67], [-0.25, -0.85, 0.23], [-0.57, -2.32, -0.88], [0.29, -1.26, -2.76], [-1.33, 0.29, -4.14], [-2.30, 0.74, -2.59], [-2.27, -1.06, -3.24], [0.66, 3.19, -2.13], [-1.09, 2.48, -2.09], [0.80, 3.34, 0.44], [-0.96, 3.75, -0.06], [-1.79, 1.39, 0.70], [0.01, 0.96, 1.40], [0.02, 3.05, 2.79], [-1.75, 3.60, 2.21], [-2.51, 1.06, 3.25], [-2.01, 2.41, 4.50], [0.61, 1.37, 4.25], [-0.64, 0.71, 5.51], [0.56, -1.28, 4.40], [0.01, -0.83, 2.65], [-2.65, -1.10, 3.49], [-1.87, -1.77, 5.12], [-1.14, -3.88, 3.93], [-0.93, -3.01, 2.20], [-4.18, -4.81, 1.65], [-2.35, -5.40, 2.11], [-2.66, -3.96, 0.79], [-1.17, 3.36, -5.55], [2.67, -0.03, -4.64], [4.04, -0.04, -2.55], [2.24, -3.73, -0.58], [5.04, -2.43, -2.91], [1.75, -0.76, 1.06], [3.95, -0.43, 0.45], [2.64, 4.30, -1.65]], "lowdin_charge": [-0.134, -0.215, -0.227, -0.078, -0.235, -0.154, -0.209, -0.212, -0.196, -0.203, -0.200, -0.217, -0.164, -0.212, -0.287, -0.121, -0.315, 0.707, -0.374, 0.197, 0.018, -0.474, 0.915, -0.344, -0.322, -0.616, 0.339, 0.199, 0.671, -0.401, 0.199, 0.070, 0.093, 0.087, 0.057, 0.120, 0.130, 0.052, 0.086, 0.117, 0.100, 0.127, 0.087, 0.134, 0.105, 0.043, 0.106, 0.115, 0.099, 0.119, 0.101, 0.122, 0.128, 0.064, 0.112, 0.130, 0.138, 0.112, 0.114, 0.108, 0.084, 0.098, 0.162, 0.101, 0.116, 0.080, -0.028, -0.005, 0.084], "charge": 1, "orbital_gap_ev": 5.71, "largest_force_ha_per_bohr": 0.10334}

Entry 4:
{"formula": "C18H38N4O10TlV", "method": "ωB97M-V/def2-TZVPD", "elements": ["Tl", "O", "V", "O", "N", "O", "O", "O", "N", "O", "O", "O", "C", "C", "C", "C", "C", "C", "N", "O", "C", "C", "C", "H", "H", "H", "H", "H", "H", "H", "H", "H", "H", "H", "H", "H", "H", "H", "H", "H", "H", "H", "C", "C", "C", "C", "C", "C", "N", "O", "C", "C", "C", "H", "H", "H", "H", "H", "H", "H", "H", "H", "H", "H", "H", "H", "H", "H", "H", "H", "H", "H"], "coordinates": [[0.98, 2.19, -2.14], [0.14, -0.66, 3.94], [1.26, -0.36, 2.87], [2.31, -1.54, 3.07], [-0.36, 2.14, 1.32], [0.09, 1.42, 2.26], [-1.48, 2.62, 1.42], [0.35, 2.39, 0.34], [-0.45, -0.71, 0.13], [0.11, -1.23, 1.15], [-1.68, -0.83, 0.04], [0.18, -0.10, -0.72], [-2.85, -2.53, 4.00], [-3.98, -1.78, 3.25], [-5.32, -2.18, 3.92], [-5.75, -1.43, 5.17], [-5.57, 0.06, 4.98], [-4.14, 0.47, 4.51], [-3.79, -0.31, 3.31], [-2.59, 0.03, 2.81], [-4.26, 1.95, 4.18], [-3.16, 0.25, 5.68], [-3.97, -2.30, 1.79], [-1.90, -2.39, 3.48], [-3.11, -3.58, 3.98], [-2.65, -2.20, 5.02], [-6.15, -2.21, 3.21], [-5.23, -3.22, 4.23], [-5.31, -1.84, 6.09], [-6.80, -1.68, 5.38], [-5.67, 0.61, 5.91], [-6.34, 0.39, 4.28], [-4.84, 2.09, 3.26], [-4.87, 2.52, 4.88], [-3.29, 2.41, 3.96], [-2.12, 0.07, 5.38], [-3.05, 1.18, 6.23], [-3.53, -0.52, 6.36], [-3.04, -2.00, 1.31], [-4.85, -1.93, 1.27], [-3.99, -3.38, 1.77], [-1.95, -0.23, 3.54], [5.35, 2.26, -5.40], [3.91, 1.68, -5.27], [3.59, 0.72, -6.40], [4.25, -0.64, -6.15], [3.77, -1.16, -4.80], [4.00, -0.26, -3.56], [3.61, 1.11, -3.90], [3.99, 2.03, -2.92], [3.06, -0.73, -2.46], [5.50, -0.39, -3.21], [2.95, 2.89, -5.35], [5.70, 2.75, -4.50], [5.27, 2.93, -6.26], [6.11, 1.53, -5.68], [2.52, 0.56, -6.50], [3.98, 1.17, -7.31], [5.33, -0.50, -6.16], [3.89, -1.35, -6.90], [4.28, -2.13, -4.70], [2.71, -1.43, -4.81], [3.21, -1.81, -2.28], [3.23, -0.30, -1.47], [2.00, -0.72, -2.72], [5.84, -1.42, -3.18], [6.13, 0.17, -3.90], [5.67, 0.05, -2.21], [3.10, 3.66, -4.59], [1.93, 2.50, -5.28], [2.88, 3.39, -6.32], [4.89, 1.78, -2.62]], "lowdin_charge": [1.162, -0.298, 1.126, -0.248, -0.529, -0.125, 0.095, -0.216, -0.522, -0.088, 0.059, -0.098, 0.048, -0.392, -0.111, -0.165, -0.117, -0.434, 0.155, 0.101, 0.005, 0.047, 0.036, 0.098, 0.119, 0.098, 0.140, 0.138, 0.125, 0.135, 0.140, 0.144, 0.110, 0.113, 0.100, 0.088, 0.121, 0.102, 0.066, 0.109, 0.115, 0.109, 0.002, -0.466, -0.127, -0.147, -0.132, -0.491, -0.053, -0.087, -0.046, 0.008, -0.048, 0.088, 0.101, 0.082, 0.131, 0.137, 0.112, 0.125, 0.129, 0.126, 0.107, 0.085, 0.066, 0.106, 0.084, 0.091, 0.083, 0.066, 0.102, 0.110], "charge": 2, "de_lowest_kj_mol": 0.0, "orbital_gap_ev": 1.43, "largest_force_ha_per_bohr": 0.08414}

Entry 5:
{"formula": "C18H39BrIrN2OSi4Te", "method": "ωB97M-V/def2-TZVPD", "elements": ["Ir", "C", "C", "C", "C", "C", "Br", "N", "C", "H", "H", "H", "H", "H", "H", "N", "C", "O", "C", "C", "H", "H", "H", "H", "H", "H", "C", "Si", "C", "C", "Si", "Te", "Si", "C", "C", "C", "Si", "C", "C", "C", "H", "H", "H", "H", "H", "H", "H", "H", "H", "H", "H", "H", "H", "H", "H", "H", "H", "H", "H", "H", "H", "H", "H", "H", "H", "H", "H"], "coordinates": [[-0.26, -2.32, 0.65], [-3.54, -6.37, 0.64], [-3.50, -4.86, 0.66], [-4.58, -4.09, 0.22], [-4.52, -2.72, 0.29], [-3.35, -2.13, 0.73], [-3.33, -0.29, 1.09], [-2.26, -2.83, 1.06], [-2.38, -4.18, 1.07], [-4.49, -6.73, 1.03], [-2.74, -6.79, 1.24], [-3.43, -6.74, -0.38], [-5.49, -4.57, -0.12], [-5.36, -2.09, 0.02], [-1.51, -4.72, 1.43], [3.65, -2.93, -0.39], [2.33, -2.85, -0.31], [1.79, -2.16, 0.60], [1.44, -3.52, -1.29], [0.14, -3.85, -0.56], [4.22, -2.46, 0.30], [4.09, -3.49, -1.09], [1.92, -4.39, -1.76], [1.24, -2.79, -2.08], [0.28, -4.72, 0.10], [-0.66, -4.06, -1.27], [1.68, 3.45, 2.31], [1.34, 1.64, 2.00], [0.14, 0.95, 3.26], [2.92, 0.65, 2.07], [0.45, 1.63, -0.18], [-0.43, -0.53, -1.22], [-1.35, 3.14, -0.33], [-0.63, 4.84, -0.62], [-2.27, 3.18, 1.30], [-2.44, 2.64, -1.76], [2.08, 2.11, -1.80], [1.25, 2.18, -3.48], [2.92, 3.75, -1.44], [3.36, 0.74, -1.78], [2.33, 3.58, 3.18], [0.76, 4.00, 2.50], [2.18, 3.91, 1.46], [0.54, 1.09, 4.27], [-0.01, -0.12, 3.12], [-0.83, 1.44, 3.22], [3.32, 0.63, 3.08], [3.68, 1.09, 1.42], [2.74, -0.37, 1.75], [0.14, 5.08, 0.12], [-1.41, 5.60, -0.53], [-0.19, 4.93, -1.62], [-1.64, 3.63, 2.07], [-2.56, 2.19, 1.65], [-3.18, 3.79, 1.23], [-1.84, 2.47, -2.66], [-3.17, 3.43, -1.99], [-2.99, 1.72, -1.55], [0.57, 3.03, -3.55], [0.67, 1.28, -3.68], [2.00, 2.28, -4.27], [2.20, 4.53, -1.21], [3.50, 4.08, -2.31], [3.61, 3.66, -0.60], [2.87, -0.24, -1.74], [4.00, 0.82, -0.90], [3.99, 0.77, -2.66]], "lowdin_charge": [0.783, -0.026, -0.233, 0.016, -0.073, -0.737, 0.840, -0.141, -0.102, 0.090, 0.084, 0.094, 0.135, 0.114, 0.116, 0.239, -0.517, -0.185, -0.201, -0.306, 0.139, 0.133, 0.128, 0.075, 0.072, 0.073, -0.204, 0.338, -0.205, -0.207, 0.146, 0.648, 0.314, -0.213, -0.224, -0.231, 0.304, -0.220, -0.208, -0.219, 0.042, 0.026, 0.017, 0.042, 0.014, 0.014, 0.042, 0.023, -0.004, 0.020, 0.040, 0.027, 0.025, -0.056, 0.042, 0.020, 0.039, 0.001, 0.027, 0.008, 0.038, 0.012, 0.039, 0.028, -0.010, 0.018, 0.038], "charge": 1, "de_lowest_kj_mol": 36.8, "orbital_gap_ev": 5.99, "largest_force_ha_per_bohr": 0.02765}

Entry 6:
{"formula": "C18H39ClNO8", "method": "ωB97M-V/def2-TZVPD", "elements": ["C", "C", "C", "C", "C", "N", "Cl", "C", "O", "O", "H", "H", "H", "H", "H", "H", "H", "H", "H", "H", "H", "C", "O", "C", "C", "O", "C", "C", "O", "C", "H", "H", "H", "H", "H", "H", "H", "H", "H", "H", "H", "H", "H", "H", "C", "O", "C", "C", "O", "C", "C", "O", "C", "H", "H", "H", "H", "H", "H", "H", "H", "H", "H", "H", "H", "H", "H"], "coordinates": [[0.13, -0.29, 3.49], [-0.95, 0.58, 2.84], [-2.33, 0.21, 3.37], [-3.51, 1.09, 2.95], [-3.35, 1.75, 1.58], [-4.73, 0.30, 3.05], [-4.98, -0.80, 1.73], [-3.78, 2.26, 3.98], [-4.91, 2.78, 3.83], [-2.90, 2.51, 4.80], [-0.13, -1.35, 3.39], [1.10, -0.14, 3.02], [0.20, -0.07, 4.55], [-0.73, 1.63, 3.04], [-0.90, 0.45, 1.75], [-2.28, 0.20, 4.46], [-2.53, -0.82, 3.05], [-4.21, 2.40, 1.42], [-3.28, 1.03, 0.77], [-2.46, 2.38, 1.56], [-5.52, 0.93, 3.08], [-2.65, -3.91, -0.47], [-1.44, -3.54, -1.11], [-1.27, -2.14, -1.28], [0.14, -1.68, -1.01], [0.52, -1.65, 0.35], [0.78, -2.84, 1.06], [2.12, -3.48, 0.78], [2.19, -4.13, -0.49], [3.35, -3.84, -1.22], [-3.50, -3.83, -1.16], [-2.55, -4.94, -0.15], [-2.85, -3.28, 0.40], [-1.96, -1.58, -0.63], [-1.51, -1.88, -2.32], [0.19, -0.63, -1.31], [0.86, -2.23, -1.63], [-0.03, -3.57, 0.96], [0.81, -2.52, 2.10], [2.31, -4.23, 1.56], [2.89, -2.70, 0.86], [3.57, -2.77, -1.24], [3.20, -4.18, -2.25], [4.23, -4.36, -0.81], [1.08, 5.31, -2.94], [1.68, 4.30, -2.17], [0.84, 3.74, -1.17], [1.02, 2.24, -1.05], [0.50, 1.49, -2.12], [1.19, 1.45, -3.35], [2.43, 0.59, -3.36], [3.51, 1.16, -2.64], [4.22, 0.25, -1.84], [1.03, 6.26, -2.39], [1.69, 5.45, -3.83], [0.06, 5.03, -3.24], [-0.21, 3.95, -1.39], [1.08, 4.19, -0.20], [0.43, 1.93, -0.19], [2.06, 1.99, -0.83], [1.41, 2.45, -3.73], [0.48, 0.98, -4.04], [2.74, 0.45, -4.41], [2.18, -0.40, -2.95], [3.54, -0.39, -1.26], [4.84, 0.81, -1.15], [4.87, -0.39, -2.45]], "lowdin_charge": [-0.117, -0.264, -0.176, -0.530, -0.074, -0.390, 0.524, -0.699, -0.063, -0.019, 0.052, 0.064, 0.075, 0.109, 0.087, 0.114, 0.092, 0.081, 0.039, 0.075, 0.050, -0.110, -0.194, -0.188, -0.182, -0.122, -0.184, -0.194, -0.185, -0.118, 0.086, 0.084, 0.079, 0.126, 0.127, 0.108, 0.119, 0.128, 0.100, 0.126, 0.124, 0.065, 0.087, 0.086, -0.121, -0.194, -0.192, -0.173, -0.140, -0.185, -0.197, -0.185, -0.113, 0.086, 0.084, 0.087, 0.127, 0.131, 0.128, 0.125, 0.121, 0.129, 0.126, 0.111, 0.072, 0.089, 0.088], "charge": -1, "orbital_gap_ev": 6.94, "largest_force_ha_per_bohr": 0.01650}